{"formula": "C63H133N7O7", "method": "wB97M-V/def2-TZVPD", "smiles": "CC1(C)CCCC(C)(C)N1O.CC1(C)CCCC(C)(C)N1O.CC1(C)CCCC(C)(C)N1O.CC1(C)CCCC(C)(C)N1O.CC1(C)CCCC(C)(C)N1O.CC1(C)CCCC(C)(C)N1O.CC1(C)CCCC(C)(C)N1O", "gap_ev": 8.523, "e_homo_ev": -8.1, "multiplicity": 1, "fmax_ev_per_a": 1.968, "species": ["C", "C", "C", "C", "C", "C", "N", "O", "C", "C", "C", "H", "H", "H", "H", "H", "H", "H", "H", "H", "H", "H", "H", "H", "H", "H", "H", "H", "H", "H", "C", "C", "C", "C", "C", "C", "N", "O", "C", "C", "C", "H", "H", "H", "H", "H", "H", "H", "H", "H", "H", "H", "H", "H", "H", "H", "H", "H", "H", "H", "C", "C", "C", "C", "C", "C", "N", "O", "C", "C", "C", "H", "H", "H", "H", "H", "H", "H", "H", "H", "H", "H", "H", "H", "H", "H", "H", "H", "H", "H", "C", "C", "C", "C", "C", "C", "N", "O", "C", "C", "C", "H", "H", "H", "H", "H", "H", "H", "H", "H", "H", "H", "H", "H", "H", "H", "H", "H", "H", "H", "C", "C", "C", "C", "C", "C", "N", "O", "C", "C", "C", "H", "H", "H", "H", "H", "H", "H", "H", "H", "H", "H", "H", "H", "H", "H", "H", "H", "H", "H", "C", "C", "C", "C", "C", "C", "N", "O", "C", "C", "C", "H", "H", "H", "H", "H", "H", "H", "H", "H", "H", "H", "H", "H", "H", "H", "H", "H", "H", "H", "C", "C", "C", "C", "C", "C", "N", "O", "C", "C", "C", "H", "H", "H", "H", "H", "H", "H", "H", "H", "H", "H", "H", "H", "H", "H", "H", "H", "H", "H"], "coordinates": [[-0.1403, 7.5012, 3.8130], [-0.0505, 6.0017, 4.1184], [-1.0547, 5.2979, 3.2198], [-0.8282, 3.8068, 3.0240], [0.5841, 3.6169, 2.5256], [1.6763, 4.2056, 3.4298], [1.2937, 5.5681, 3.7736], [2.2866, 6.2220, 4.5466], [1.8003, 3.3369, 4.6946], [2.9646, 4.1931, 2.6331], [-0.4147, 5.8219, 5.6054], [0.1915, 7.7024, 2.7904], [0.5612, 8.0641, 4.4328], [-1.1434, 7.9043, 3.9513], [-2.0591, 5.5950, 3.5292], [-0.9355, 5.7258, 2.2128], [-1.6474, 3.4231, 2.4144], [-0.9128, 3.2708, 3.9783], [0.6921, 3.9953, 1.5057], [0.7931, 2.5414, 2.5196], [0.8275, 3.1985, 5.1557], [2.2135, 2.3568, 4.4359], [2.5029, 3.7956, 5.3909], [3.7852, 4.5220, 3.2762], [3.2108, 3.1810, 2.3013], [2.9192, 4.7995, 1.7278], [0.2791, 6.4253, 6.1980], [-0.3117, 4.8095, 5.9893], [-1.4098, 6.2411, 5.7543], [2.7625, 6.7409, 3.8906], [9.2894, -1.2576, -2.0606], [9.1984, -0.1776, -0.9798], [8.7844, 1.1675, -1.5848], [7.3184, 1.3586, -1.8901], [6.4865, 1.0095, -0.6245], [6.8307, -0.3652, -0.0727], [8.2712, -0.5297, 0.0944], [8.5829, -1.8036, 0.6301], [6.2591, -0.3941, 1.3588], [6.1696, -1.4817, -0.8722], [10.5864, 0.0415, -0.3983], [9.9061, -0.9185, -2.8987], [8.3428, -1.5991, -2.4827], [9.7792, -2.1586, -1.6845], [9.1370, 1.9899, -0.9576], [9.3565, 1.2489, -2.5154], [7.0122, 0.7465, -2.7366], [7.0874, 2.4155, -2.0231], [5.4531, 0.9226, -0.9761], [6.5832, 1.8199, 0.0939], [5.1657, -0.3112, 1.3453], [6.5460, -1.2578, 1.9527], [6.5605, 0.5226, 1.8737], [6.7035, -2.4264, -0.8174], [5.0973, -1.5805, -0.6929], [6.1256, -1.2453, -1.9496], [11.2881, 0.4304, -1.1371], [11.0525, -0.8381, 0.0522], [10.5050, 0.7670, 0.4179], [8.9219, -1.6126, 1.5101], [-4.8166, -0.5319, 0.8207], [-5.8889, -1.1815, -0.0927], [-5.2021, -2.2150, -0.9674], [-4.9513, -3.5537, -0.2464], [-6.2828, -4.0515, 0.3020], [-6.9125, -3.0776, 1.2929], [-6.9990, -1.7702, 0.6290], [-7.6507, -0.8170, 1.4476], [-8.3279, -3.5616, 1.5650], [-6.1081, -3.0148, 2.5922], [-6.4208, -0.0855, -1.0332], [-5.2893, 0.2274, 1.4468], [-4.0729, -0.0172, 0.2123], [-4.3515, -1.2774, 1.4624], [-5.7622, -2.4630, -1.8748], [-4.2199, -1.8605, -1.2925], [-4.2666, -3.3337, 0.5773], [-4.4648, -4.2500, -0.9278], [-6.1238, -4.9916, 0.8381], [-6.9516, -4.2226, -0.5454], [-8.3209, -4.6449, 1.7091], [-8.7672, -3.1053, 2.4542], [-9.0036, -3.3820, 0.7256], [-6.2515, -2.0503, 3.0819], [-6.3762, -3.7926, 3.3121], [-5.0347, -3.1264, 2.4370], [-5.5633, 0.4860, -1.3931], [-7.1414, 0.5587, -0.5346], [-6.9181, -0.5241, -1.9002], [-8.5774, -0.9242, 1.2142], [-2.8157, -0.5676, -6.2531], [-2.3652, -1.8103, -5.4628], [-2.8737, -3.0651, -6.1742], [-1.9541, -3.6662, -7.2277], [-0.5065, -3.7453, -6.7142], [0.0118, -2.3909, -6.2268], [-0.9218, -1.8707, -5.2365], [-0.4682, -0.6201, -4.7338], [1.3317, -2.6723, -5.5046], [0.2652, -1.4209, -7.4144], [-3.0024, -1.7320, -4.0845], [-3.8879, -0.6135, -6.4571], [-2.3276, -0.4841, -7.2277], [-2.6285, 0.3715, -5.7315], [-3.1329, -3.8281, -5.4373], [-3.8000, -2.7944, -6.6869], [-1.8656, -3.1306, -8.1726], [-2.3239, -4.6793, -7.3921], [0.1413, -4.0057, -7.5554], [-0.3909, -4.4780, -5.9140], [1.7733, -1.7810, -5.0602], [1.1192, -3.3369, -4.6557], [2.0326, -3.2360, -6.1200], [1.3406, -1.2682, -7.5356], [-0.0922, -1.8539, -8.3478], [-0.1383, -0.4308, -7.2242], [-2.7999, -2.6729, -3.5574], [-4.0982, -1.7388, -4.1450], [-2.7185, -0.8896, -3.4639], [-0.1595, -0.8098, -3.8394], [-3.7911, 6.1975, 1.4287], [-4.9996, 5.9581, 0.5173], [-4.6520, 5.1614, -0.7473], [-4.4572, 3.6784, -0.5416], [-5.6424, 3.0648, 0.2071], [-6.0198, 3.8193, 1.4755], [-6.1025, 5.2440, 1.1453], [-6.7101, 5.9916, 2.1704], [-7.4221, 3.3673, 1.9082], [-5.0269, 3.4966, 2.6130], [-5.5375, 7.3040, 0.0220], [-3.0326, 5.4113, 1.3441], [-4.1278, 6.2539, 2.4647], [-3.2105, 7.1018, 1.2247], [-5.4320, 5.3600, -1.4941], [-3.7854, 5.6190, -1.2433], [-3.5607, 3.5222, 0.0738], [-4.2989, 3.1244, -1.4680], [-5.3919, 2.0297, 0.4209], [-6.5078, 3.0714, -0.4638], [-8.1177, 3.4760, 1.0761], [-7.3572, 2.2982, 2.1347], [-7.7417, 3.8932, 2.8017], [-5.2060, 2.4919, 2.9896], [-3.9996, 3.5655, 2.2415], [-5.0584, 4.2693, 3.3823], [-4.9532, 7.6585, -0.8307], [-5.4218, 8.0947, 0.7685], [-6.5881, 7.2451, -0.2602], [-7.4752, 6.4167, 1.7729], [5.4727, -5.4714, 0.1992], [4.8697, -4.9553, 1.5002], [3.9797, -3.7868, 1.1195], [2.8954, -3.4253, 2.1414], [2.1010, -4.6383, 2.5847], [2.9709, -5.8374, 3.0036], [4.0456, -6.0231, 2.0480], [4.7984, -7.1827, 2.3302], [3.4421, -5.5582, 4.4420], [2.0567, -7.0508, 3.0038], [5.9873, -4.5033, 2.4413], [6.1489, -4.7823, -0.3097], [4.7000, -5.8237, -0.4855], [6.1213, -6.3346, 0.3960], [4.5160, -2.8626, 0.9008], [3.4196, -3.9581, 0.1885], [2.2638, -2.6315, 1.7377], [3.4268, -2.9828, 2.9959], [1.4010, -4.9237, 1.7898], [1.4696, -4.3581, 3.4321], [3.6374, -4.5008, 4.6335], [2.7145, -5.8960, 5.1827], [4.3846, -6.0591, 4.6829], [1.1804, -6.8661, 3.6324], [1.6699, -7.3131, 2.0193], [2.5582, -7.9035, 3.4687], [6.5866, -3.7066, 1.9948], [6.6676, -5.3173, 2.6965], [5.5562, -4.1499, 3.3803], [4.5794, -7.7822, 1.6105], [-1.8953, 1.1120, -1.6615], [-0.8096, 0.4239, -0.8489], [-1.1174, -1.0725, -0.9035], [0.0491, -1.9276, -0.3948], [1.2609, -1.5890, -1.2392], [1.6668, -0.1189, -1.1875], [0.4926, 0.7269, -1.4225], [0.8185, 2.0959, -1.3056], [2.3193, 0.1648, 0.1731], [2.6889, 0.1474, -2.2849], [-0.9512, 0.9048, 0.5982], [-1.8217, 0.9982, -2.7478], [-2.0513, 2.1491, -1.3531], [-2.8951, 0.6752, -1.5158], [-1.9834, -1.2435, -0.2579], [-1.3825, -1.4698, -1.8849], [-0.1594, -2.9880, -0.5721], [0.1433, -1.8335, 0.6884], [1.0637, -1.9348, -2.2597], [2.1577, -2.1042, -0.8812], [1.6743, 0.1253, 1.0490], [3.0788, -0.6057, 0.3607], [2.8447, 1.1214, 0.1665], [2.2903, -0.0205, -3.2844], [3.0960, 1.1598, -2.2285], [3.5648, -0.4842, -2.0969], [-0.4993, 0.1859, 1.2844], [-2.0066, 0.8163, 0.9011], [-0.6798, 1.9395, 0.7721], [0.4863, 2.4720, -2.1273]]}

---

{"formula": "C19H20ClDyN5P", "method": "wB97M-V/def2-TZVPD", "gap_ev": [7.386, 7.387], "e_homo_ev": [-14.8, -14.9], "multiplicity": 6, "fmax_ev_per_a": 3.843, "s_squared": 9.3681, "total_charge": 2, "species": ["Dy", "Cl", "P", "C", "C", "C", "C", "C", "C", "C", "C", "C", "C", "C", "C", "C", "C", "C", "C", "C", "C", "H", "H", "H", "H", "H", "H", "H", "H", "H", "H", "H", "H", "H", "H", "H", "H", "H", "N", "N", "N", "C", "N", "N", "H", "H", "H"], "coordinates": [[0.3951, -0.0029, 2.6711], [0.9264, -0.3005, 4.8101], [-0.0285, -0.6241, 0.3228], [0.9377, 0.1913, -0.8957], [0.3985, 0.5229, -2.1350], [1.2165, 1.1062, -3.1119], [2.5636, 1.3532, -2.8481], [3.0955, 1.0356, -1.5957], [2.2785, 0.4662, -0.6194], [0.6258, -2.3366, 0.4627], [0.1357, -3.1630, 1.4790], [0.6025, -4.4729, 1.5950], [1.5507, -4.9555, 0.6979], [2.0335, -4.1288, -0.3186], [1.5741, -2.8189, -0.4392], [-1.7315, -0.8161, -0.1140], [-2.7542, -0.3664, 0.7215], [-4.0893, -0.5609, 0.3574], [-4.3967, -1.2163, -0.8343], [-3.3703, -1.6943, -1.6531], [-2.0311, -1.5002, -1.2842], [-0.6180, -2.7850, 2.1812], [0.2228, -5.1108, 2.3932], [1.9166, -5.9778, 0.7876], [2.7731, -4.5071, -1.0237], [1.9597, -2.1742, -1.2257], [-0.6497, 0.3512, -2.3467], [0.7921, 1.3724, -4.0776], [3.1949, 1.8033, -3.6107], [4.1415, 1.2400, -1.3773], [2.6812, 0.2373, 0.3717], [-2.5008, 0.1212, 1.6690], [-4.8859, -0.2070, 1.0104], [-5.4349, -1.3709, -1.1204], [-3.6074, -2.2266, -2.5714], [-1.2408, -1.9034, -1.9117], [-2.1690, 4.4963, -4.8284], [-2.8705, 4.3248, -4.6249], [1.6610, 5.3785, 3.2436], [0.9642, 4.2664, 2.7441], [-0.0884, 4.3581, 1.9144], [-0.4230, 3.0783, 1.7193], [0.3908, 2.2192, 2.4016], [1.2903, 3.0164, 3.0659], [2.4441, 5.2378, 3.8688], [1.3695, 6.3123, 2.9787], [-1.2459, 2.7310, 1.1008]]}

---

{"formula": "C5H16NO3", "method": "wB97M-V/def2-TZVPD", "gap_ev": 6.411, "e_homo_ev": -2.8, "multiplicity": 1, "fmax_ev_per_a": 1.648, "total_charge": -1, "species": ["C", "O", "C", "C", "C", "C", "N", "H", "H", "H", "H", "H", "H", "H", "H", "H", "H", "H", "H", "H", "H", "O", "H", "H", "O"], "coordinates": [[1.9388, 1.1234, -0.0331], [2.0024, 2.0642, 0.9090], [0.4912, 0.8763, -0.6031], [-0.5304, 1.0355, 0.5275], [-0.3819, 0.0058, 1.6352], [-1.9455, 1.0857, -0.0960], [0.4635, -0.4088, -1.3445], [2.5502, 1.3683, -0.9447], [2.3094, 0.1182, 0.2939], [0.3350, 1.7261, -1.2788], [-0.3022, 2.0253, 0.9060], [-1.2225, -0.1290, 2.3252], [-0.1339, -1.0108, 1.2971], [0.5047, 0.3634, 2.1880], [-2.0339, 1.9890, -0.7109], [-2.7413, 1.2070, 0.6379], [-2.0685, 0.2328, -0.7454], [1.3820, -0.8427, -1.3197], [0.3253, -0.2281, -2.3327], [1.7462, -2.0413, 1.4038], [1.1671, -2.4504, 0.0253], [1.8532, -2.6528, 0.6692], [-1.2623, -1.9745, -1.5194], [-2.2373, -1.4241, -0.5782], [-2.2093, -2.0585, -1.3117]]}